(1)
The following is a DFT calculation (wB97M-V/def2-TZVPD) of a molecular structure, C37H42N6O2Se2V.

Element x y z (Å)
V 1.35578 2.36660 1.12849
O -1.61080 2.01591 -3.45730
C -2.42621 1.48105 -2.53098
C -3.68281 1.04646 -2.95592
C -4.56663 0.48363 -2.05922
C -4.22119 0.33222 -0.71679
C -2.97903 0.75362 -0.29155
C -2.06866 1.33671 -1.17899
C -0.75800 1.75900 -0.64295
O -0.50676 1.57832 0.58412
N 0.08337 2.36119 -1.50279
N 1.19157 2.77276 -0.84029
C 2.10842 3.47007 -1.41566
C 3.24339 3.85729 -0.58381
C 4.26158 4.67129 -1.06766
C 5.31361 4.99381 -0.22978
C 5.32432 4.50170 1.06733
C 4.26844 3.71127 1.48467
N 3.24634 3.39949 0.68692
H -0.79272 2.31147 -2.99306
H -3.93088 1.15856 -4.00255
H -5.53521 0.14998 -2.41109
H -4.91173 -0.11817 -0.01609
H -2.66811 0.61760 0.73664
H 2.03085 3.78358 -2.45202
H 4.22179 5.03337 -2.08581
H 6.12151 5.62005 -0.58405
H 6.13436 4.71910 1.74793
H 4.22851 3.29371 2.48358
Se 1.89171 0.44617 2.59331
C 3.78405 0.53686 2.89683
C 4.28432 0.62885 4.19502
C 5.65103 0.70268 4.42592
C 6.54677 0.68173 3.36537
C 6.05904 0.57803 2.06978
C 4.69265 0.50450 1.83920
H 3.59387 0.64773 5.02893
H 6.01676 0.77393 5.44304
H 7.61207 0.73625 3.54711
H 6.74369 0.55002 1.23106
H 4.31992 0.42076 0.82454
C -3.57745 -5.63901 1.95544
C -3.20922 -5.58810 0.47790
C -4.17084 -4.74176 -0.35253
C -4.06702 -3.24369 -0.08058
N -2.85683 -2.67439 -0.64520
C -1.75409 -2.28183 0.05038
Se -1.53245 -2.28855 1.87171
N -0.86033 -1.80652 -0.85687
C 0.48063 -1.33793 -0.52070
C 1.44991 -2.47834 -0.23440
C 1.65061 -3.45618 -1.38794
C 2.43701 -2.87068 -2.55530
C -1.41197 -1.84894 -2.12827
C -0.94915 -1.41483 -3.35997
C -1.78774 -1.58692 -4.45092
C -3.04637 -2.17402 -4.31683
C -3.51585 -2.59515 -3.08164
C -2.67900 -2.41309 -1.99323
H -2.93701 -6.33883 2.49261
H -4.61284 -5.96217 2.08977
H -3.45192 -4.66375 2.42578
H -3.19157 -6.60037 0.06657
H -2.19482 -5.19175 0.37101
H -5.20167 -5.05651 -0.16218
H -3.98636 -4.91227 -1.41721
H -4.04272 -3.02258 0.98646
H -4.91396 -2.70962 -0.51901
H 0.39235 -0.70643 0.35955
H 0.81794 -0.71703 -1.35385
H 1.09041 -3.00030 0.65359
H 2.40689 -2.02445 0.04217
H 0.67772 -3.81769 -1.73766
H 2.17598 -4.33638 -1.00970
H 1.91816 -2.02830 -3.01413
H 2.60184 -3.61216 -3.33800
H 3.41396 -2.51307 -2.22158
H 0.01300 -0.93531 -3.46998
H -1.46222 -1.24742 -5.42449
H -3.67240 -2.29116 -5.19122
H -4.49763 -3.03547 -2.97262
C -2.69619 5.25390 3.25064
C -1.35865 4.91192 3.91057
C -0.39768 4.40397 2.93718
N 0.32153 3.98875 2.14655
H -3.38715 5.62813 4.00350
H -3.13292 4.37133 2.78730
H -2.56980 6.01830 2.48620
H -1.47872 4.13699 4.67023
H -0.91439 5.78048 4.39944

Values from the calculation:
energy above the lowest of the compared OMol25 structures with the same formula, charge and spin: 0.0 kJ/mol
spin multiplicity: 4
HOMO-LUMO gap (spin up / spin down): 6.29 / 6.12 eV

(2)
The following is a DFT calculation (wB97M-V/def2-TZVPD) of a gas-phase ion, C4H11N2Se (charge +1) in a non-equilibrium geometry.

Element x y z (Å)
C 1.78731 0.57176 -0.88272
C -1.10227 0.13261 -1.11331
C 0.31907 -0.86296 0.73367
C -0.88677 -0.05305 0.39727
N 0.46289 -2.13001 0.37201
N -0.77834 1.27954 0.96898
Se 0.36324 1.32180 -1.78642
H 2.32488 1.26996 -0.26156
H 2.42544 -0.02832 -1.51828
H -1.06024 -0.79868 -1.67692
H -2.04990 0.63012 -1.32252
H 0.93989 -0.52003 1.54852
H -1.76102 -0.62165 0.76613
H 1.26006 -2.65522 0.69618
H -0.07597 -2.54016 -0.37556
H -1.68792 1.72263 1.05823
H 0.04308 2.33563 -0.80391
H -0.35009 1.26782 1.88859

Values from the calculation:
energy above the lowest of the compared OMol25 structures with the same formula, charge and spin: 181.3 kJ/mol
total charge: +1
HOMO-LUMO gap: 8.05 eV

(3)
The following is a DFT calculation (wB97M-V/def2-TZVPD) of a molecular structure, C48H33Cl5N6NdO2S5.

Element x y z (Å)
Nd 0.04251 -1.92558 -0.14341
S 0.50651 -4.51366 -1.17163
C 0.21011 -3.91440 -2.79070
C 1.13106 -3.96934 -3.83890
C 0.77770 -3.49474 -5.09439
C -0.49143 -2.97126 -5.32049
C -1.42996 -2.93490 -4.29544
C -1.07874 -3.41216 -3.04047
S -2.11335 -3.56057 -1.59922
C -3.59152 -2.67421 -2.14376
C -3.41782 -1.19404 -2.38631
C -4.54825 -0.42357 -2.62255
C -4.39592 0.92587 -2.88411
C -3.11494 1.43775 -2.97560
C -2.03547 0.58651 -2.76101
C -0.65686 1.11318 -3.04623
S 0.73533 0.15229 -2.37179
C 1.58496 1.47155 -1.52783
C 2.27592 2.38041 -2.33156
C 2.96485 3.44286 -1.77929
C 3.00290 3.56502 -0.39308
C 2.32743 2.66220 0.40489
C 1.56717 1.60447 -0.13005
S 0.64541 0.60950 0.97469
N -2.18273 -0.69249 -2.41453
H 2.10893 -4.39662 -3.65282
H 1.49458 -3.53720 -5.90673
H -0.76280 -2.60174 -6.30190
H -2.41420 -2.52845 -4.49217
H -4.32448 -2.84606 -1.35448
H -3.96786 -3.14980 -3.05237
H -5.52709 -0.88736 -2.59404
H -5.25865 1.56625 -3.02643
H -2.93780 2.47892 -3.21155
H -0.55978 2.12973 -2.66967
H -0.52545 1.12908 -4.13015
H 2.26416 2.23937 -3.40673
H 3.48149 4.15186 -2.41382
H 3.56725 4.36991 0.06504
H 2.37381 2.74761 1.48649
O -2.83181 -5.79192 5.30681
C -1.62300 -5.89285 5.00161
O -0.73167 -6.65848 5.40776
C -1.16668 -4.86877 3.92937
C 0.14337 -4.56728 3.72349
C 0.52313 -3.61657 2.73226
N -0.42291 -3.05091 1.93674
C -1.73560 -3.33844 2.17995
C -2.13611 -4.20338 3.15320
C -2.71782 -2.48124 1.49275
C -4.09437 -2.67302 1.59938
C -4.94941 -1.65182 1.23322
C -4.42205 -0.46187 0.74697
C -3.05939 -0.40012 0.53868
N -2.22617 -1.38939 0.86961
C 1.88886 -3.32285 2.52681
C 2.93010 -3.71024 3.39555
C 4.17193 -3.98741 2.88523
C 4.19720 -4.24477 1.47510
C 3.18883 -3.81403 0.69439
N 2.30704 -2.75916 1.25137
H 0.89621 -5.09109 4.29440
H -3.17431 -4.38751 3.38564
H -4.47967 -3.60360 1.98986
H -6.02013 -1.77363 1.34452
H -5.04774 0.38815 0.51319
H -2.60025 0.48253 0.10504
H 2.72905 -3.81384 4.45726
H 5.01138 -4.23655 3.51957
H 4.92495 -4.94019 1.07068
H 2.96761 -4.19428 -0.28555
Cl 2.86772 -1.89686 -1.44471
C 3.55212 -1.13942 -0.03313
C 3.05682 -1.52521 1.22199
C 3.39546 -0.68491 2.29201
Cl 2.55908 -0.71520 3.79783
C 4.35065 0.32349 2.12304
Cl 4.83071 1.28503 3.47299
C 4.93408 0.57704 0.88915
Cl 6.14459 1.78728 0.70904
C 4.47567 -0.12528 -0.21644
Cl 5.04363 0.26904 -1.79302
N -0.16194 3.94153 1.45917
C -0.81865 4.29452 0.34290
S -1.77275 3.19739 -0.47392
N -0.68161 5.57408 -0.11762
C -0.38152 6.78208 0.54209
C -0.15872 6.90322 1.91373
C 0.06504 8.15606 2.47094
C 0.07439 9.29717 1.68663
C -0.13914 9.17624 0.31932
C -0.36261 7.93460 -0.24641
H -0.18075 2.94566 1.65743
H 0.68259 4.43034 1.70787
H -1.11964 5.68261 -1.01720
H -0.20217 6.04053 2.55899
H 0.22022 8.23429 3.53959
H 0.23382 10.27031 2.13250
H -0.13888 10.05581 -0.31175
H -0.53578 7.84687 -1.31376

Values from the calculation:
spin multiplicity: 4
total charge: -1
HOMO-LUMO gap (spin up / spin down): 5.55 / 5.55 eV

(4)
The following is a DFT calculation (wB97M-V/def2-TZVPD) of a molecular structure, C21H21N8NiOS2Si.

Element x y z (Å)
Ni -0.33850 0.34688 0.23071
N 1.74845 -3.61342 -0.78940
C 0.99826 -3.79577 -1.93106
C 0.14824 -2.73329 -1.98025
N 0.35029 -1.91296 -0.89920
C 1.32154 -2.46104 -0.21194
C 1.88063 -1.79669 0.95322
N 1.64929 -0.52888 1.15768
C 2.20509 -0.22121 2.36839
C 2.79696 -1.32806 2.89470
N 2.58842 -2.33930 1.97807
H 2.51813 -4.18478 -0.49074
H 1.14265 -4.64023 -2.58012
H -0.59588 -2.50978 -2.72479
H 2.11416 0.76838 2.78195
H 3.31835 -1.49732 3.81928
H 2.79714 -3.31085 2.12041
S 0.67665 2.46751 0.49145
C -0.49164 3.39774 -0.41400
C -0.01570 4.63008 -0.96781
N 0.41529 5.59307 -1.43365
C -1.76233 2.98333 -0.70019
S -2.43511 1.46232 -0.20482
C -2.58565 3.82870 -1.51621
N -3.25010 4.50657 -2.17006
C -2.90035 -2.69216 4.84372
Si -1.86543 -1.12106 4.80659
C -0.32016 -1.41921 5.84463
C -2.85243 0.25962 5.60677
C -1.39582 -0.70322 3.11886
C -1.02834 -0.33301 2.01000
H -3.18868 -2.96276 5.86307
H -2.34379 -3.52660 4.41132
H -3.80923 -2.55822 4.25395
H -0.56548 -1.80702 6.83706
H 0.23848 -0.48878 5.96831
H 0.33426 -2.13673 5.34411
H -3.07934 0.03601 6.65278
H -3.79248 0.41439 5.07396
H -2.29475 1.19691 5.56492
N -0.17634 3.05425 -6.62210
C -0.55895 1.78520 -6.29612
O -0.99517 1.00196 -7.11805
C -0.39174 1.42520 -4.85004
C 0.58262 1.99673 -4.04606
C 0.63749 1.63779 -2.70755
N -0.23517 0.80498 -2.15008
C -1.15742 0.24494 -2.93017
C -1.25934 0.50160 -4.28587
H -0.41579 3.36429 -7.54890
H -0.11175 3.75150 -5.89937
H 1.30010 2.70669 -4.43542
H 1.38006 2.05557 -2.03704
H -1.87452 -0.39054 -2.42271
H -2.02381 0.03511 -4.89126

Values from the calculation:
energy above the lowest of the compared OMol25 structures with the same formula, charge and spin: 0.0 kJ/mol
spin multiplicity: 3
total charge: -1
HOMO-LUMO gap (spin up / spin down): 5.54 / 5.46 eV